Entry 1:
Molecular formula: C30H36BrIrN6OS
Method: DFT, wB97M-V/def2-TZVPD

The geometry in XYZ format:
```
76
Properties=species:S:1:pos:R:3:mulliken_spin:R:1
Ir -0.88 0.11 0.00 1.321
Br 7.70 5.04 3.12 0.008
S 0.14 -3.12 -1.34 0.004
O -1.06 0.08 2.11 0.150
N -1.50 -1.79 -2.92 0.033
N -0.59 0.79 -1.70 0.838
N -1.66 -4.13 -3.02 -0.002
N 1.17 -0.12 0.67 0.028
N 4.92 -0.17 4.43 0.534
N 3.69 -0.15 4.86 0.637
C -3.15 -2.74 -4.27 -0.022
C -2.65 -3.99 -3.87 0.002
C -3.32 -1.91 1.14 0.036
C 6.83 1.04 3.72 0.151
C -2.83 0.06 -0.37 0.649
C -2.93 -0.23 -4.08 0.012
C 0.06 0.03 2.75 0.157
C 5.50 3.46 4.00 -0.090
C -0.50 2.35 -3.56 0.032
C 3.64 -0.57 1.85 -0.008
C -3.26 -5.26 -4.39 0.000
C -3.90 -0.74 0.35 0.068
C 2.54 -0.25 2.66 0.027
C 1.35 -0.01 4.80 0.163
C -4.68 0.18 1.31 0.043
C 2.59 -0.13 4.11 0.039
C -0.18 2.13 -2.08 -0.064
C 0.14 0.07 4.15 -0.036
C 3.47 -0.67 0.49 0.041
C 5.50 1.05 4.17 -0.049
C 2.22 -0.42 -0.07 -0.032
C -4.88 -1.30 -0.70 0.052
C 6.81 3.42 3.55 0.150
C 4.85 2.29 4.32 0.160
C -0.90 3.21 -1.25 0.054
C -2.53 -1.63 -3.76 -0.008
C -1.06 -3.03 -2.49 0.019
C 1.34 2.29 -1.89 0.046
C 7.49 2.21 3.40 -0.075
C 1.30 -0.09 2.02 0.042
H -5.15 1.00 0.76 -0.002
H -2.48 -5.88 -4.83 0.000
H -2.78 -2.59 0.48 -0.016
H 1.86 1.47 -2.38 0.001
H 4.30 -0.94 -0.16 0.005
H -0.47 4.20 -1.46 0.002
H -4.03 -5.06 -5.14 0.000
H -3.98 -0.19 -4.37 0.001
H -5.29 -0.50 -1.32 0.000
H 8.51 2.20 3.05 -0.002
H -4.37 -2.02 -1.35 -0.020
H -0.21 3.36 -3.88 0.001
H -3.70 -5.82 -3.57 0.000
H -4.13 -2.48 1.64 0.001
H 0.03 1.63 -4.18 0.004
H -1.57 2.24 -3.74 -0.008
H 2.04 -0.48 -1.14 -0.002
H 1.40 0.05 5.88 -0.002
H -5.47 -0.38 1.83 0.010
H -1.08 -0.95 -2.49 -0.080
H 5.00 4.41 4.11 -0.004
H 1.60 2.28 -0.83 -0.002
H 3.83 2.31 4.67 0.023
H 7.33 0.08 3.62 0.005
H -3.99 -2.65 -4.94 0.001
H -2.33 0.16 -4.90 0.003
H -2.76 0.41 -3.21 0.009
H 1.68 3.23 -2.33 0.001
H 4.60 -0.76 2.30 -0.009
H -2.63 -1.57 1.91 -0.006
H -0.78 0.16 4.71 -0.003
H -0.80 2.98 -0.19 -0.008
H -5.72 -1.82 -0.21 0.003
H -1.96 3.22 -1.49 -0.003
H -4.00 0.61 2.05 -0.012
H -3.26 0.73 -1.12 -0.004
```

* net charge: -1
* lowest unoccupied orbital energy (alpha / beta): 2.3 / 1.4 eV
* highest occupied orbital energy (alpha / beta): -2.88 / -4.22 eV
* 2S+1: 6

Entry 2:
Molecular formula: C30H36BrIrN6OS
Method: DFT, wB97M-V/def2-TZVPD

The geometry in XYZ format:
```
76
Properties=species:S:1:pos:R:3:mulliken_spin:R:1
Ir -0.51 1.13 0.18 1.531
Br -1.25 -7.89 -4.38 0.008
S -2.18 2.52 0.45 0.197
O 1.27 0.07 0.00 0.261
N 3.62 -4.80 -0.82 0.630
N -0.83 4.75 -0.21 -0.011
N -1.08 4.37 2.16 0.040
N 3.15 -6.01 -0.67 0.523
N 0.21 -2.08 1.38 0.054
N 0.25 2.86 0.88 0.354
C 1.82 -1.08 -0.07 0.105
C -3.23 -0.97 0.65 0.082
C 1.62 -7.66 -1.41 0.143
C 0.60 -8.11 -2.23 -0.070
C -2.93 -2.23 -1.48 0.072
C 2.46 2.46 1.77 0.020
C 1.70 -5.57 -2.62 0.165
C -1.69 6.44 1.29 -0.001
C -2.86 -0.84 -0.83 0.077
C -1.25 5.94 0.01 0.022
C 3.06 -3.65 -0.46 0.063
C 2.17 -6.38 -1.58 -0.048
C 1.64 3.36 0.85 -0.081
C -1.24 6.90 -1.15 0.000
C 0.69 -6.02 -3.45 -0.088
C 1.28 -2.26 0.58 0.046
C 1.37 -4.61 1.13 -0.022
C -1.86 6.01 3.77 0.000
C 2.18 3.27 -0.59 0.002
C 3.65 -2.45 -0.92 0.162
C 1.89 -3.53 0.40 0.025
C 0.14 -7.28 -3.25 0.143
C 0.28 -4.41 1.95 0.043
C -1.54 5.62 2.35 0.018
C 1.81 4.80 1.35 0.021
C -0.27 -3.12 2.03 -0.015
C 3.06 -1.23 -0.74 -0.030
C -0.87 3.77 0.85 -0.088
C -1.48 -0.26 -1.02 0.733
C -3.91 0.06 -1.51 0.082
H 2.11 2.55 2.80 -0.005
H -0.65 7.79 -0.91 0.000
H -0.14 -5.21 2.53 0.004
H 2.13 2.24 -0.93 0.001
H -4.91 -0.36 -1.38 0.014
H -4.23 -1.40 0.76 0.002
H 0.17 -9.09 -2.09 -0.002
H -1.13 -2.94 2.66 -0.002
H -2.04 7.46 1.41 0.000
H -2.14 -2.88 -1.08 -0.023
H -0.83 -0.89 -1.63 -0.064
H -2.25 7.23 -1.38 0.000
H -3.89 -2.72 -1.28 0.003
H 1.83 -5.58 1.04 -0.013
H -0.82 6.41 -2.03 0.000
H 1.56 3.89 -1.25 0.002
H 3.21 3.62 -0.63 -0.002
H 2.88 5.04 1.33 0.000
H -3.71 0.14 -2.58 -0.007
H -3.90 1.06 -1.10 -0.024
H 4.57 -2.54 -1.48 0.001
H -1.18 5.52 4.46 0.000
H 0.32 -5.39 -4.25 -0.004
H 1.29 5.53 0.72 0.000
H -2.88 5.70 4.02 0.000
H 2.00 -8.28 -0.61 0.005
H 1.46 4.91 2.38 -0.005
H 2.13 -4.59 -2.78 0.018
H -2.51 -1.60 1.18 -0.044
H -1.78 7.08 3.89 0.000
H -2.80 -2.16 -2.56 -0.008
H -0.98 3.73 2.93 -0.003
H 2.37 1.42 1.47 -0.004
H 3.50 -0.33 -1.15 -0.006
H -3.23 0.01 1.14 -0.011
H 3.52 2.74 1.74 0.002
```

* net charge: -1
* lowest unoccupied orbital energy (alpha / beta): 2.4 / 1.5 eV
* highest occupied orbital energy (alpha / beta): -3.44 / -5.12 eV
* 2S+1: 6

Entry 3:
Molecular formula: C30H36F12N3O4PbS3Si
Method: DFT, wB97M-V/def2-TZVPD

The geometry in XYZ format:
```
90
Properties=species:S:1:pos:R:3:mulliken_charge:R:1
Pb -0.09 2.10 -1.22 1.239
S -1.62 1.13 2.44 0.876
S -0.62 -0.47 4.60 -0.367
S 1.82 0.83 1.56 -0.320
Si -2.01 4.11 2.17 0.874
F 1.82 2.41 -5.48 -0.266
F 2.90 1.16 -1.59 -0.165
F 0.85 0.52 -5.82 -0.253
F -4.89 2.62 -1.70 -0.313
F -4.55 -0.21 -3.04 -0.323
F -5.59 0.75 -0.91 -0.292
F 4.05 0.32 -3.21 -0.301
F 3.01 0.64 -5.67 -0.288
F -3.50 1.53 -3.77 -0.292
F -4.37 2.04 0.31 -0.051
F 3.53 2.41 -3.23 -0.308
F -2.43 -0.30 -3.39 -0.138
O -2.33 2.06 -1.42 -0.991
O 0.83 1.89 -3.22 -1.308
O -1.32 2.60 1.82 -0.405
O 0.17 2.02 4.04 -0.017
N -0.40 -0.09 -1.54 0.068
N 1.85 -1.72 2.32 0.436
N 2.79 -1.22 0.25 0.171
C -3.40 3.82 3.37 -1.065
C 0.49 -3.24 -3.25 -1.375
C -0.64 5.12 2.90 -1.122
C 1.14 1.91 5.09 -0.847
C -1.76 -2.14 1.23 -1.542
C 2.43 -3.92 -4.74 -1.635
C 3.74 -2.00 3.89 -1.200
C 2.85 -2.65 2.85 -0.294
C -4.52 1.57 -0.95 -0.220
C -3.09 -1.72 1.31 0.606
C 3.06 1.20 -2.93 0.466
C 1.62 -2.90 -3.98 0.356
C -4.02 -2.25 2.37 -1.746
C 1.95 -1.55 -4.02 -0.703
C -1.34 -0.63 -0.63 -0.484
C 0.23 -0.94 -2.42 0.907
C -2.57 4.87 0.59 -0.838
C -0.18 -2.29 -2.51 -0.258
C 4.08 -3.12 -0.69 -1.568
C 1.85 1.12 -5.16 0.423
C 1.28 -0.55 -3.31 -0.371
C -3.16 0.98 -1.46 2.627
C -0.92 -1.61 0.28 0.971
C -3.51 -0.76 0.41 -0.289
C -2.68 -0.19 -0.56 -1.208
C 1.68 0.91 -3.60 1.397
C -0.59 0.97 3.79 -0.328
C -3.40 0.49 -2.93 0.179
C 2.71 -2.56 -0.34 0.885
C 2.19 -0.79 1.37 -0.104
H 1.27 -1.29 3.03 -0.238
H -4.15 -1.51 3.17 0.258
H 3.98 -4.12 -1.11 0.389
H 1.97 -4.91 -4.67 0.386
H 4.58 -2.49 -1.42 0.282
H -0.22 4.65 3.79 0.161
H 3.17 -1.71 4.77 0.297
H 2.31 -3.50 3.28 0.399
H 2.50 -3.67 -5.80 0.357
H -3.94 4.74 3.56 0.401
H -1.07 -2.59 -1.97 0.380
H 1.60 2.89 5.15 0.241
H 0.16 5.22 2.16 0.262
H 3.45 -3.99 -4.36 0.311
H 2.11 -2.48 -1.25 -1.025
H 4.54 -2.68 4.21 0.416
H 1.88 1.16 4.83 0.192
H 0.13 -4.26 -3.26 0.300
H -0.98 6.13 3.16 0.396
H -3.62 -3.16 2.83 0.414
H 2.17 -3.20 0.35 0.543
H 0.10 -1.94 0.22 0.613
H -1.78 5.49 0.16 0.314
H 2.77 -1.27 -4.66 0.574
H 4.72 -3.18 0.20 0.391
H 0.66 1.64 6.02 0.413
H -4.11 3.09 2.95 0.251
H -2.84 4.10 -0.14 0.050
H 2.99 -0.47 -0.40 0.130
H 3.45 -3.03 2.03 0.145
H 4.20 -1.09 3.48 0.281
H -3.03 3.43 4.32 0.274
H -3.45 5.51 0.75 0.361
H -1.38 -2.88 1.93 0.265
H -4.54 -0.44 0.49 0.538
H -5.00 -2.47 1.96 0.393
```

* net charge: -1
* lowest unoccupied orbital energy: 2.2 eV
* highest occupied orbital energy: -4.36 eV

Entry 4:
Molecular formula: C30H36LaN7O6S2
Method: DFT, wB97M-V/def2-TZVPD

The geometry in XYZ format:
```
82
Properties=species:S:1:pos:R:3:mulliken_charge:R:1
La 8.75 11.53 11.52 1.790
S 9.78 11.01 14.95 -0.201
S 8.96 15.34 12.15 0.066
O 9.18 13.84 11.77 -0.116
O 5.05 13.45 14.12 -0.365
O 5.99 12.37 12.24 -0.556
O 7.56 22.69 9.44 -0.346
O 7.31 22.07 7.26 -0.325
O 9.53 10.53 13.37 -0.382
N 10.47 11.36 9.76 0.349
N 8.06 12.62 8.84 -0.151
N 11.49 12.21 7.90 -0.789
N 6.51 7.28 9.63 0.048
N 8.33 14.92 7.30 -0.576
N 7.33 9.52 10.66 0.852
N 12.31 11.43 8.60 0.140
C 10.08 16.37 11.31 0.816
C 8.03 7.45 9.50 -0.782
C 11.71 10.85 9.64 -0.617
C 11.87 18.02 9.91 -0.601
C 10.40 17.65 11.82 -0.572
C 9.24 12.98 8.29 -0.056
C 11.13 13.55 14.38 0.059
C 11.64 9.99 16.48 -0.359
C 6.62 8.74 11.67 -0.647
C 6.47 9.79 9.41 -0.285
C 11.42 16.83 9.36 -0.338
C 7.38 22.31 8.37 0.671
C 11.39 10.38 15.17 0.390
C 7.20 14.65 7.95 -0.628
C 5.82 8.45 8.96 -0.817
C 9.36 14.10 7.42 -0.453
C 13.99 9.47 15.90 -0.568
C 10.39 12.19 8.62 0.680
C 13.70 9.89 14.55 -0.467
C 9.51 15.61 13.90 -0.946
C 10.47 16.00 10.02 0.026
C 6.23 7.31 11.10 -0.785
C 5.45 12.86 13.18 0.769
C 10.84 15.10 14.41 -0.806
C 12.95 9.52 16.86 -0.592
C 10.24 12.81 15.35 -0.678
C 12.41 10.24 14.20 -0.180
C 11.16 18.53 11.05 -0.647
C 8.52 8.63 10.32 -0.530
C 7.02 13.43 8.60 -0.536
H 8.56 6.52 9.76 0.356
H 14.43 9.97 13.74 0.379
H 6.40 15.40 7.91 0.385
H 5.68 9.14 12.07 0.402
H 10.23 15.00 9.65 -0.031
H 8.99 8.25 11.27 0.447
H 5.21 7.01 11.30 0.330
H 4.76 8.44 9.27 0.321
H 6.12 6.43 9.24 0.332
H 5.81 8.17 7.88 0.368
H 10.17 17.96 12.90 0.068
H 9.46 16.68 14.19 0.568
H 12.16 10.10 10.28 0.528
H 13.13 9.31 17.92 0.367
H 12.16 13.40 14.68 0.417
H 11.79 16.51 8.38 0.418
H 8.24 7.72 8.43 0.365
H 12.12 10.52 13.19 0.191
H 10.78 15.35 15.53 0.364
H 8.69 15.15 14.41 0.578
H 10.76 12.79 16.31 0.498
H 5.65 10.46 9.72 0.296
H 11.72 15.62 13.97 0.347
H 7.29 8.55 12.49 0.309
H 14.97 9.19 16.12 0.493
H 10.82 10.17 17.18 0.449
H 13.24 11.23 8.25 0.221
H 12.70 18.61 9.45 0.365
H 9.34 9.12 9.78 0.090
H 10.30 14.26 6.82 0.407
H 6.74 6.44 11.57 0.333
H 6.06 13.08 8.79 0.479
H 10.98 13.24 13.31 -0.272
H 11.45 19.55 11.41 0.384
H 7.17 10.32 8.65 0.183
H 9.28 13.37 15.53 0.306
```

* net charge: +2
* lowest unoccupied orbital energy (alpha / beta): -5.1 / -5.1 eV
* highest occupied orbital energy (alpha / beta): -9.36 / -9.16 eV

Entry 5:
Molecular formula: C30H36O7S3Sc
Method: DFT, wB97M-V/def2-TZVPD

The geometry in XYZ format:
```
77
Properties=species:S:1:pos:R:3:mulliken_charge:R:1
Sc 0.04 -0.71 0.39 -0.188
S 1.60 -2.85 -1.15 0.252
S 2.94 1.08 0.70 0.276
S -3.63 -0.55 1.17 0.178
O 1.27 -1.36 -1.26 -0.110
O -2.39 -3.39 -1.20 -0.681
O -1.26 -4.32 1.23 -0.658
O 1.91 0.01 1.09 -0.455
O 0.11 -2.54 1.13 -0.726
O -1.45 -1.40 -0.73 -0.532
O -0.72 0.63 1.51 0.566
C -6.14 -1.23 2.09 -0.438
C 3.28 2.74 -1.42 -1.380
C 3.08 -3.91 -5.30 -0.440
C 3.07 -4.87 -4.30 -0.674
C 4.35 -2.27 -0.77 -1.237
C -7.29 -1.04 2.84 -0.561
C -7.46 0.12 3.58 -0.423
C -6.46 1.09 3.57 -0.614
C 2.80 3.52 -2.44 -0.422
C -0.61 1.35 2.62 -1.367
C 1.49 3.38 -2.92 -0.867
C -5.14 -0.26 2.07 -0.244
C 2.66 -4.54 -3.02 -0.153
C -5.31 0.90 2.83 -0.197
C -0.77 3.35 4.04 -2.185
C -1.82 3.34 1.77 -1.247
C 2.68 -2.61 -5.02 -0.909
C -0.63 2.85 2.61 2.853
C 2.29 -3.23 -2.75 0.250
C -0.93 -3.28 0.73 0.774
C 3.09 -2.85 -0.12 -0.678
C 0.64 2.42 -2.31 -0.954
C -1.69 -2.68 -0.53 0.696
C 4.29 -0.77 -1.07 0.453
C 4.44 0.14 0.15 -1.322
C 1.08 1.65 -1.27 -0.356
C -3.91 0.57 -0.23 -0.438
C 2.43 1.74 -0.80 1.017
C 2.28 -2.26 -3.74 -0.148
C 0.65 3.42 1.98 -1.450
H 5.19 -2.48 -0.10 0.571
H 5.09 -0.53 -1.78 0.564
H -1.79 2.91 0.77 0.160
H 4.54 -2.81 -1.70 0.344
H 0.61 4.52 1.95 0.473
H -0.84 4.44 4.07 0.406
H -8.35 0.26 4.18 0.354
H -5.99 -2.13 1.50 0.458
H -2.77 3.05 2.24 0.088
H 1.93 -1.26 -3.50 0.473
H -4.56 0.10 -0.96 0.339
H -2.94 0.75 -0.68 -0.095
H -1.81 4.43 1.69 0.454
H 2.77 -2.27 0.74 0.312
H 4.30 2.87 -1.07 0.249
H 3.36 -5.89 -4.52 0.390
H 3.35 -0.53 -1.56 -0.407
H 0.38 0.98 -0.81 1.560
H 5.16 0.95 -0.04 0.416
H -4.52 1.64 2.83 0.377
H 1.12 4.01 -3.72 0.334
H 2.63 -5.29 -2.24 0.412
H 0.78 3.06 0.96 -0.030
H -1.67 2.94 4.50 0.409
H -4.34 1.50 0.13 0.378
H -0.39 2.30 -2.65 0.464
H 3.46 4.26 -2.89 0.328
H 3.23 -3.89 0.19 0.687
H -8.06 -1.81 2.85 0.350
H 2.66 -1.87 -5.81 0.425
H 3.39 -4.18 -6.30 0.376
H 1.53 3.13 2.56 0.358
H -6.58 1.99 4.16 0.387
H 4.75 -0.39 1.05 0.651
H -0.57 0.83 3.58 0.289
H 0.09 3.04 4.65 0.431
```

* net charge: -1
* lowest unoccupied orbital energy (alpha / beta): 2.2 / 2.2 eV
* highest occupied orbital energy (alpha / beta): -3.09 / -1.55 eV

Entry 6:
Molecular formula: C30H37BFeO2S
Method: DFT, wB97M-V/def2-TZVPD

The geometry in XYZ format:
```
72
Properties=species:S:1:pos:R:3:mulliken_spin:R:1
Fe 2.90 -2.47 -1.87 1.866
S -3.85 2.14 -0.17 0.087
O 0.33 2.01 0.34 -0.001
O 0.86 0.50 2.00 -0.003
C -5.81 3.56 1.17 -0.011
C -3.13 0.73 0.63 0.328
C -4.79 2.50 1.22 0.412
C 0.45 2.85 1.51 -0.007
C -3.51 0.70 1.97 0.409
C -2.16 -2.66 -0.23 -0.051
C -2.35 -0.19 -1.52 0.274
C -0.14 1.68 3.82 0.008
C 2.61 -2.14 0.08 -0.044
C 2.28 1.94 3.20 0.002
C 3.76 -3.48 -3.31 0.046
C 2.46 0.87 -0.96 0.003
C -2.72 -3.84 -2.35 -0.019
C 2.56 -3.56 -0.22 0.031
C -0.90 3.52 1.69 0.028
C 3.40 -1.16 -3.32 0.164
C 0.85 1.80 2.67 0.001
C 0.98 -2.46 -1.55 -0.081
C -4.44 1.72 2.32 -0.046
C 2.92 -2.42 -3.85 -0.042
C 1.49 3.90 1.09 -0.002
C 4.51 -1.44 -2.42 -0.020
C -2.46 -0.28 -0.11 -0.030
C -2.37 -2.60 -1.62 0.283
C 1.20 0.01 -0.64 0.009
C -2.16 -1.50 0.53 0.223
C -2.35 -1.35 -2.27 -0.084
C 4.73 -2.88 -2.41 -0.035
C 1.54 -3.77 -1.21 0.071
C 1.59 -1.46 -0.69 0.088
B 0.91 0.79 0.68 0.005
H -1.68 2.77 1.86 -0.008
H 5.52 -3.39 -1.88 0.004
H 2.46 3.45 0.82 0.000
H 2.14 -2.52 -4.60 -0.007
H -2.01 -3.64 0.24 0.004
H 3.23 -1.66 0.83 -0.008
H -6.47 3.50 2.03 0.001
H -2.30 0.80 -1.96 0.032
H 0.38 0.13 -1.35 0.005
H -2.02 -1.50 1.60 0.034
H 3.11 -4.34 0.29 0.002
H -5.33 4.55 1.14 0.037
H -3.57 -4.32 -1.87 0.017
H 0.19 -2.28 -2.28 -0.016
H 3.26 0.67 -0.22 -0.003
H 0.19 0.89 4.50 0.001
H -1.17 4.03 0.76 -0.007
H -3.22 -0.13 2.63 0.017
H -1.90 -4.56 -2.36 0.021
H -6.42 3.47 0.26 0.017
H -2.36 -1.33 -3.36 0.002
H 3.04 1.80 2.41 0.001
H 5.13 -0.69 -1.93 0.002
H 3.08 -0.18 -3.65 -0.013
H -0.18 2.62 4.40 0.001
H 2.84 0.61 -1.94 0.003
H 1.65 4.67 1.85 0.000
H -2.99 -3.61 -3.38 0.000
H 2.25 1.94 -0.98 -0.001
H 2.45 1.17 3.96 -0.001
H -4.86 1.82 3.32 -0.002
H 1.17 -4.73 -1.58 -0.001
H -1.16 1.44 3.50 -0.006
H 3.71 -4.53 -3.60 0.004
H -0.86 4.25 2.50 0.002
H 2.43 2.92 3.66 0.000
H 1.11 4.39 0.18 0.000
```

* lowest unoccupied orbital energy (alpha / beta): 0.7 / -1.9 eV
* highest occupied orbital energy (alpha / beta): -4.83 / -8.45 eV
* 2S+1: 5

no.,calculated total energy (Ha)
1,-4645.00310
2,-4644.99427
3,-4505.58248
4,-2826.87122
5,-3646.85607
6,-3002.44396